(P)
Here is 2 unconnected molecules or ions with the total composition C5H14 from the Open Molecules 2025 dataset. Energies are from ωB97M-V/def2-TZVPD.

```
19
Properties=species:S:1:pos:R:3
C -0.05760 1.50313 1.02313
C 1.14332 0.84767 1.72420
C 0.12910 1.60021 -0.50350
H -0.96977 0.92713 1.20942
H -0.34247 2.44413 1.49877
H 0.89775 -0.16085 2.04432
H 0.67256 0.72210 -0.83814
H 1.29114 1.39478 2.66361
H 2.07690 0.94292 1.18477
H -0.83482 1.68173 -1.00010
H 0.64590 2.50507 -0.83219
C -1.26495 -1.42000 -1.06504
C 0.08427 -2.20164 -0.97420
H -1.49266 -1.07210 -0.06550
H -1.14034 -0.54525 -1.69495
H -2.02375 -2.00215 -1.58777
H -0.04600 -3.28160 -1.01391
H 0.47441 -1.95670 0.01122
H 0.75703 -1.92858 -1.78417
```

Lowest unoccupied orbital energy: 1.179 eV
Frontier orbital gap: 12.27 eV
Highest occupied orbital energy: -11.09 eV
SMILES: CCC.CC

Results of the natural (NBO) charge analysis, in e, for atoms 1 through 6: -0.403 -0.619 -0.609 0.193 0.199 0.209

***

(Q)
Here is 2 unconnected molecules or ions with the total composition C5H14 from the Open Molecules 2025 dataset. Energies are from ωB97M-V/def2-TZVPD.

```
19
Properties=species:S:1:pos:R:3
C 1.24519 -0.03929 -0.90779
C 0.99276 0.29394 -2.38662
C 1.83587 1.15076 -0.18281
H 0.29348 -0.35467 -0.49022
H 1.89216 -0.91983 -0.92020
H 1.93873 0.45347 -2.89874
H 0.45331 1.25530 -2.45286
H 2.91308 1.35850 -0.16571
H 1.34233 2.06442 -0.52166
H 0.22556 -0.29827 -2.88038
H 1.70356 1.06229 0.90406
C -2.33172 -0.94258 1.03278
C -1.62506 -0.49594 2.33853
H -2.84006 -1.89795 1.16803
H -2.97208 -0.16960 0.60954
H -1.55499 -1.09396 0.28293
H -1.31937 -1.33346 2.96230
H -2.28782 0.18769 2.86488
H -0.66241 -0.07450 2.05088
```

Lowest unoccupied orbital energy: 1.109 eV
Frontier orbital gap: 12.33 eV
Highest occupied orbital energy: -11.22 eV
SMILES: CCC.CC

Results of the natural (NBO) charge analysis, in e, for atoms 1 through 6: -0.404 -0.609 -0.622 0.196 0.200 0.206

***

(R)
Here is 2 unconnected molecules or ions with the total composition C5H14 from the Open Molecules 2025 dataset. Energies are from ωB97M-V/def2-TZVPD.

```
19
Properties=species:S:1:pos:R:3
C -1.67094 -1.05467 0.31093
C -0.52688 -2.02043 0.57818
C -1.72723 0.10176 1.32259
H -1.59651 -0.63889 -0.69932
H -2.62323 -1.58111 0.30759
H -0.44277 -2.25930 1.63617
H -0.93811 0.82975 1.12821
H -2.69705 0.58247 1.36229
H 0.44445 -1.64534 0.24208
H -0.66845 -2.94282 0.00466
H -1.49935 -0.29256 2.31514
C 2.54809 1.56553 -0.80450
C 1.15571 1.26568 -1.35643
H 3.28318 0.99608 -1.36434
H 2.78757 2.63177 -0.90523
H 2.57770 1.34842 0.25763
H 1.01102 1.57772 -2.38492
H 0.38290 1.76401 -0.77252
H 0.93555 0.20244 -1.21914
```

Lowest unoccupied orbital energy: 1.161 eV
Frontier orbital gap: 12.54 eV
Highest occupied orbital energy: -11.38 eV
SMILES: CCC.CC

Results of the natural (NBO) charge analysis, in e, for atoms 1 through 6: -0.398 -0.607 -0.604 0.197 0.195 0.202

***

Which structure wins on stability? (R) wins.